ORCA calculation (ωB97M-V/def2-TZVPD) on 5 unconnected molecules or ions with the total composition C31H46FN5O8.

XYZ file:
```
91
Properties=species:S:1:pos:R:3:lowdin_charge:R:1
C -6.731 8.246 3.953 -0.064
C -6.447 7.565 2.563 -0.383
O -7.352 6.420 2.463 -0.087
C -6.749 8.474 1.312 -0.172
N -5.782 8.231 0.214 -0.074
C -6.433 8.008 -1.098 -0.187
C -5.558 7.127 -2.085 -0.156
O -5.833 5.701 -1.971 -0.088
C -4.760 5.088 -1.328 -0.245
C -4.742 5.165 0.135 0.090
C -3.702 4.587 0.958 -0.146
F -3.761 4.714 2.318 0.059
C -2.629 3.855 0.265 0.006
C -2.639 3.735 -1.194 -0.042
C -3.690 4.367 -2.003 0.079
C -1.479 2.902 -1.836 -0.281
O -1.107 3.045 -2.974 0.102
C -0.850 1.822 -0.900 -0.057
C -0.220 0.601 -1.441 0.013
C 0.327 -0.386 -0.517 -0.049
C 0.321 -0.231 0.946 -0.044
C -0.272 0.988 1.484 -0.005
C -0.834 1.957 0.557 -0.079
C -1.508 3.237 1.153 -0.279
O -1.169 3.689 2.220 0.105
H -6.474 9.337 3.986 0.072
H -7.779 8.045 4.315 0.086
H -6.065 7.757 4.724 0.079
H -5.400 7.158 2.568 0.133
H -6.821 5.617 2.586 0.080
H -6.690 9.552 1.652 0.119
H -7.814 8.290 1.021 0.125
H -5.176 9.042 0.104 0.110
H -7.482 7.609 -1.021 0.129
H -6.525 9.014 -1.615 0.118
H -5.765 7.414 -3.157 0.126
H -4.457 7.280 -1.920 0.133
H -5.573 5.695 0.648 0.100
H -3.695 4.311 -3.119 0.131
H -0.141 0.400 -2.534 0.117
H 0.788 -1.307 -0.946 0.056
H 0.728 -0.987 1.654 0.098
H -0.333 1.198 2.575 0.116
C 6.049 -1.919 1.339 -0.053
N 4.668 -1.741 1.736 -0.194
C 3.821 -0.845 0.969 -0.035
C 4.138 -2.383 2.803 -0.352
O 2.987 -2.275 3.185 0.003
H 6.560 -0.954 1.374 0.091
H 6.081 -2.311 0.320 0.068
H 6.557 -2.616 2.005 0.085
H 3.446 -0.057 1.625 0.095
H 2.971 -1.407 0.577 0.075
H 4.379 -0.403 0.145 0.091
H 4.860 -3.038 3.317 0.130
C 2.115 -6.281 -1.738 -0.046
N 1.422 -5.007 -1.848 -0.181
C -0.029 -4.996 -1.892 -0.042
C 2.083 -3.835 -1.911 -0.318
O 1.557 -2.731 -2.003 -0.038
H 1.854 -6.904 -2.598 0.093
H 1.803 -6.775 -0.824 0.045
H 3.194 -6.136 -1.716 0.080
H -0.359 -4.531 -2.823 0.091
H -0.411 -4.407 -1.055 0.090
H -0.417 -6.012 -1.832 0.085
H 3.176 -3.951 -1.870 0.106
C 6.599 -2.657 -5.045 -0.055
N 6.350 -3.181 -3.717 -0.196
C 7.149 -2.697 -2.607 -0.038
C 5.394 -4.109 -3.479 -0.330
O 5.136 -4.589 -2.389 -0.010
H 7.632 -2.873 -5.328 0.090
H 6.443 -1.575 -5.039 0.092
H 5.927 -3.109 -5.773 0.085
H 7.674 -3.537 -2.147 0.097
H 6.492 -2.246 -1.861 0.072
H 7.870 -1.959 -2.953 0.090
H 4.847 -4.407 -4.388 0.140
C 1.630 -8.594 3.976 -0.058
N 1.627 -8.045 2.634 -0.198
C 0.639 -7.040 2.286 -0.036
C 2.517 -8.439 1.695 -0.327
O 2.564 -8.015 0.554 -0.002
H 0.666 -9.070 4.171 0.090
H 1.788 -7.786 4.694 0.091
H 2.422 -9.333 4.091 0.083
H 0.033 -7.403 1.453 0.093
H 1.149 -6.126 1.973 0.096
H -0.003 -6.827 3.139 0.088
H 3.223 -9.204 2.059 0.133
```

Values from the calculation:
multiplicity = 1
E_LUMO = -0.46 eV
structure (SMILES) = C[C@@H](O)CNCCOc1cc(F)c2c(c1)C(=O)c1ccccc1C2=O.CN(C)C=O.CN(C)C=O.CN(C)C=O.CN(C)C=O

---

ORCA calculation (ωB97M-V/def2-TZVPD) on a molecular structure, C31H46N2O5S2Si2Ta.

XYZ file:
```
89
Properties=species:S:1:pos:R:3:lowdin_charge:R:1
Ta -0.462 0.983 0.077 1.171
C -0.291 1.315 6.310 -0.089
C -1.174 2.288 5.868 -0.069
C -1.739 2.190 4.606 -0.092
C -1.424 1.126 3.760 -0.336
C -0.526 0.160 4.219 -0.129
C 0.028 0.247 5.484 -0.102
Si -2.212 0.999 2.062 0.640
C -3.375 2.424 1.641 -0.345
C -4.696 2.138 1.279 -0.123
C -5.571 3.151 0.910 -0.088
C -5.138 4.469 0.895 -0.074
C -3.832 4.772 1.254 -0.071
C -2.962 3.759 1.621 -0.122
H 0.140 1.386 7.300 0.109
H -1.434 3.118 6.512 0.108
H -2.438 2.952 4.281 0.096
H -0.267 -0.688 3.593 0.071
H 0.704 -0.524 5.831 0.105
H -3.003 -0.247 1.913 -0.006
H -5.048 1.114 1.296 0.099
H -6.594 2.913 0.648 0.108
H -5.818 5.261 0.613 0.108
H -3.495 5.800 1.249 0.109
H -1.945 4.013 1.899 0.081
C -3.676 1.578 -2.194 0.066
C -2.464 1.264 -1.403 -0.636
O -1.551 2.156 -1.206 -0.172
O -2.249 0.159 -0.839 -0.153
H -3.412 2.197 -3.049 0.106
H -4.331 2.166 -1.545 0.097
H -4.191 0.670 -2.494 0.101
C 3.118 1.585 5.256 -0.021
C 3.090 1.487 3.770 -0.296
C 4.096 0.842 3.046 0.014
C 3.974 0.809 1.672 -0.107
N 2.936 1.358 1.031 0.064
C 2.054 1.940 1.819 -0.765
S 0.671 2.780 1.023 0.661
N 2.061 2.046 3.133 0.126
H 4.090 1.938 5.601 0.092
H 2.951 0.600 5.695 0.086
H 2.336 2.259 5.596 0.078
H 4.945 0.396 3.542 0.121
H 4.726 0.340 1.051 0.108
C -2.248 -2.115 -3.212 -0.014
C -1.313 -3.208 -2.717 -0.607
C -2.062 -4.212 -1.854 -0.012
C -0.613 -3.902 -3.880 -0.009
O -0.292 -2.645 -1.869 -0.114
Si 0.693 -1.503 -1.387 -0.102
S 0.306 -1.093 0.704 0.454
O 2.234 -1.874 -1.591 -0.142
C 3.080 -2.978 -1.177 -0.613
C 3.979 -2.451 -0.067 -0.023
C 2.247 -4.153 -0.686 -0.024
C 3.892 -3.362 -2.406 -0.015
O 0.411 0.023 -1.981 -0.280
C 1.118 0.666 -3.134 -0.570
C 1.317 -0.371 -4.227 -0.013
C 2.440 1.198 -2.606 -0.014
C 0.228 1.792 -3.627 -0.019
H -3.016 -2.557 -3.848 0.101
H -1.712 -1.370 -3.799 0.078
H -2.733 -1.628 -2.369 0.071
H -2.836 -4.708 -2.438 0.096
H -2.531 -3.708 -1.009 0.094
H -1.377 -4.969 -1.473 0.091
H -1.346 -4.363 -4.541 0.097
H 0.053 -4.683 -3.513 0.087
H -0.029 -3.189 -4.460 0.080
H 3.378 -2.040 0.744 0.071
H 4.637 -1.672 -0.453 0.086
H 4.597 -3.254 0.333 0.098
H 1.659 -3.880 0.192 0.081
H 2.906 -4.975 -0.406 0.101
H 1.572 -4.503 -1.464 0.077
H 4.416 -2.491 -2.798 0.091
H 3.241 -3.763 -3.184 0.090
H 4.629 -4.123 -2.150 0.097
H 1.932 -1.201 -3.883 0.079
H 1.830 0.094 -5.069 0.107
H 0.360 -0.746 -4.586 0.080
H 3.050 0.386 -2.218 0.081
H 2.278 1.922 -1.807 0.071
H 2.982 1.690 -3.414 0.103
H -0.742 1.410 -3.950 0.092
H 0.708 2.266 -4.483 0.105
H 0.079 2.551 -2.863 0.078
```

Values from the calculation:
charge = +1
multiplicity = 1
E_LUMO = -3.82 eV

---

ORCA calculation (ωB97M-V/def2-TZVPD) on a molecular structure, C31H46N9O4OsS.

XYZ file:
```
92
Properties=species:S:1:pos:R:3:lowdin_spin:R:1
Os -0.098 0.132 0.138 2.971
C 2.180 -0.740 3.723 0.003
C 1.704 0.442 2.894 0.009
C 1.911 1.770 3.605 0.001
O 0.295 0.258 2.593 0.104
C 2.482 0.479 1.568 0.020
O 3.656 0.613 1.509 0.037
O 1.751 0.354 0.403 0.211
H 1.607 -0.786 4.648 0.000
H 3.232 -0.613 3.972 0.001
H 2.053 -1.678 3.181 0.000
H 1.401 1.759 4.570 0.000
H 1.533 2.601 3.006 0.000
H 2.972 1.932 3.785 0.000
H -0.224 0.814 3.188 0.003
C 0.423 -1.276 -3.007 0.006
N 0.571 -1.116 -4.427 0.016
C 1.736 -0.279 -4.723 0.001
N 1.516 1.042 -4.125 0.011
C 1.372 0.918 -2.699 0.003
N 0.188 0.058 -2.347 0.194
C -1.021 0.656 -2.993 0.004
N -0.868 0.799 -4.418 0.012
C -0.633 -0.528 -5.008 0.001
C 0.308 1.634 -4.697 0.001
H 1.336 -1.710 -2.599 0.000
H -0.426 -1.927 -2.787 0.000
H 1.851 -0.181 -5.801 0.000
H 2.635 -0.732 -4.304 0.000
H 1.217 1.905 -2.258 -0.001
H 2.264 0.471 -2.259 -0.001
H -1.198 1.635 -2.538 0.000
H -1.871 -0.001 -2.788 0.000
H -0.505 -0.429 -6.084 0.000
H -1.487 -1.178 -4.810 0.000
H 0.156 2.628 -4.269 0.000
H 0.428 1.734 -5.775 0.000
N -0.330 2.141 -0.012 0.028
C -0.220 3.307 -0.042 0.055
N -0.116 4.574 -0.079 0.045
C -0.608 5.369 -1.244 0.005
C 0.517 6.248 -1.767 0.003
C 1.108 7.104 -0.650 0.000
C 1.611 6.230 0.495 0.001
C 0.499 5.350 1.040 0.006
H -1.444 5.968 -0.878 0.001
H -0.980 4.672 -1.993 0.000
H 0.112 6.872 -2.563 0.000
H 1.294 5.619 -2.210 0.000
H 0.351 7.801 -0.279 0.000
H 1.924 7.709 -1.041 0.000
H 1.987 6.842 1.315 0.000
H 2.438 5.601 0.155 0.000
H -0.306 5.945 1.477 0.002
H 0.853 4.640 1.785 0.000
C -0.654 -3.947 1.378 0.002
C -0.708 -2.580 1.245 0.015
N 0.154 -1.917 0.441 0.012
C 1.121 -2.603 -0.191 0.018
C 1.200 -3.988 -0.163 -0.001
C 0.280 -4.660 0.636 0.019
C 2.104 -4.746 -1.048 0.000
C 3.414 -4.608 -1.253 -0.002
C 4.374 -3.714 -0.584 0.000
C 5.683 -3.661 -1.039 0.000
C 6.567 -2.862 -0.327 0.000
N 6.190 -2.196 0.755 0.000
C 4.918 -2.314 1.107 0.000
N 3.975 -3.014 0.490 0.001
H -1.340 -4.450 2.044 0.000
H -1.414 -1.978 1.798 0.001
H 1.837 -2.018 -0.751 0.001
H 0.300 -5.742 0.682 0.001
H 1.602 -5.541 -1.591 0.000
H 3.862 -5.288 -1.969 0.000
H 6.007 -4.232 -1.897 0.000
H 7.604 -2.766 -0.625 0.000
H 4.622 -1.787 2.004 0.000
O -2.087 -0.092 0.034 0.133
S -3.394 -0.722 -0.539 0.027
C -4.356 -1.299 0.870 0.005
C -5.782 -1.037 0.397 0.001
C -5.814 0.410 -0.107 0.001
C -4.494 0.692 -0.849 0.006
H -4.078 -0.675 1.722 0.000
H -4.124 -2.344 1.060 0.000
H -6.480 -1.204 1.215 0.000
H -6.050 -1.735 -0.399 0.000
H -5.911 1.099 0.731 0.000
H -6.661 0.575 -0.768 0.000
H -3.954 1.562 -0.474 0.001
H -4.605 0.777 -1.929 0.000
```

Values from the calculation:
charge = +3
multiplicity = 5
E_LUMO (alpha / beta) = -8.25 / -11.18 eV

---

Q: Which value of multiplicity does entry 3 give?
A: 5

---

Q: Among the records above, which one has the highest multiplicity?
A: C31H46N9O4OsS